Record 1
Computed, not measured: an isolated molecule of C5H9ClN3PS, with the ωB97M-V functional and the def2-TZVPD basis.

Geometry as XYZ:
```
20
Properties=species:S:1:pos:R:3:nbo_charge:R:1
C -1.085 0.194 0.736 -0.416
N -0.451 -0.779 -0.187 -0.807
C -1.453 -1.452 -0.934 -0.405
P 1.124 -1.228 -0.046 1.636
S 1.683 -2.468 -1.401 -0.481
Cl 1.427 -1.909 1.966 -0.313
N 1.871 0.265 0.067 -0.750
C 1.518 1.348 -0.791 -0.097
C 2.558 2.199 -0.639 -0.059
N 3.517 1.702 0.212 -0.442
C 3.119 0.533 0.552 0.223
H -2.037 -0.154 0.904 0.208
H -0.566 0.618 1.601 0.237
H -1.317 1.030 0.097 0.188
H -0.981 -2.046 -1.655 0.237
H -2.188 -2.149 -0.395 0.194
H -2.001 -0.682 -1.460 0.194
H 0.516 1.429 -0.957 0.217
H 2.646 3.187 -0.987 0.211
H 3.583 -0.157 1.330 0.224
```

Computed properties:
LUMO level = 0.01776 Ha
E_tot = -1559.95675 a.u.
SMILES string = CN(C)[P@](=S)(Cl)n1ccnc1
frontier orbital gap = 9.86 eV
E_HOMO = -9.4 eV

=====

Record 2
Computed, not measured: a structure of composition C6H3O5Ru, with the ωB97M-V functional and the def2-TZVPD basis.

Geometry as XYZ:
```
15
Properties=species:S:1:pos:R:3:lowdin_charge:R:1
C 1.581 -0.448 0.321 -0.022
C 0.367 -1.130 0.433 -0.045
O -0.401 -3.409 0.481 0.319
C 0.301 -2.567 0.045 0.085
O 1.491 0.853 0.133 -0.245
H 2.556 -0.933 0.428 0.189
Ru 2.900 2.129 -0.290 1.760
O -0.929 1.787 -0.726 0.233
C -1.746 0.884 -1.336 -0.440
C -0.328 1.212 0.365 0.078
O -2.363 1.097 -2.329 0.361
O -1.641 -0.292 -0.704 0.236
C -0.779 -0.169 0.400 -0.083
H -0.306 1.852 1.247 0.214
H -0.702 -0.865 1.530 0.359
```

Computed properties:
LUMO level (alpha / beta) = -0.56433 / -0.64429 Ha
E_tot = -699.80844 a.u.
frontier orbital gap (alpha / beta) = 5.58 / 5.65 eV
spin multiplicity = 7
E_HOMO (alpha / beta) = -20.9 / -23.2 eV
total charge = +3

=====

Record 3
Computed, not measured: a structure of composition C28H27AsF6IrN6S, with the ωB97M-V functional and the def2-TZVPD basis.

Geometry as XYZ:
```
70
Properties=species:S:1:pos:R:3:nbo_charge:R:1
Ir -1.501 -1.394 -1.334 1.418
C 2.100 3.384 -1.503 -0.620
C 3.435 2.638 -1.497 -0.120
C 4.182 2.974 -0.144 -0.559
C 4.326 3.153 -2.646 -0.596
C 3.310 1.161 -1.499 0.236
C 4.476 0.360 -1.702 -0.112
C 4.402 -0.996 -1.812 -0.174
C 3.135 -1.612 -1.679 -0.112
S 2.752 -3.263 -1.856 0.636
C 1.074 -2.894 -1.524 0.132
N 0.835 -1.635 -1.261 -0.455
C 1.968 -0.856 -1.374 0.077
C 2.056 0.516 -1.291 -0.054
C 0.002 -3.852 -1.660 -0.110
C 0.202 -5.166 -2.046 -0.152
C -0.895 -5.958 -2.381 0.016
C -2.215 -5.447 -2.319 -0.113
C -2.441 -4.154 -1.899 -0.203
C -1.346 -3.355 -1.575 0.104
H 2.293 4.453 -1.526 0.260
H 1.497 3.178 -0.615 0.204
H 1.519 3.138 -2.395 0.230
H 4.294 4.056 -0.106 0.263
H 5.170 2.516 -0.102 0.227
H 3.599 2.639 0.714 0.214
H 4.359 4.239 -2.607 0.255
H 3.910 2.849 -3.610 0.234
H 5.352 2.791 -2.605 0.225
H 5.441 0.834 -1.798 0.260
H 5.286 -1.587 -2.012 0.276
H 1.160 1.105 -1.151 0.242
H 1.206 -5.565 -2.121 0.260
H -0.730 -6.974 -2.721 0.272
H -3.051 -6.067 -2.617 0.280
H -3.455 -3.773 -1.864 0.266
C -0.936 0.627 1.316 -0.676
C -1.529 -0.708 1.588 0.458
N -1.821 -1.653 0.673 -0.529
C -2.418 -2.715 1.339 -0.088
C -2.469 -2.403 2.650 0.011
N -1.905 -1.148 2.788 -0.290
C -1.764 -0.437 4.059 -0.039
N -2.765 0.567 4.178 -0.267
N -4.085 0.219 4.176 -0.038
N -4.782 1.247 4.398 -0.139
C -3.963 2.343 4.574 0.015
C -4.239 3.684 4.839 -0.139
C -3.168 4.537 5.008 -0.213
C -1.845 4.087 4.887 -0.153
C -1.548 2.764 4.623 -0.306
C -2.629 1.906 4.447 0.156
H -0.945 0.818 0.241 0.213
H 0.098 0.677 1.667 0.260
H -1.511 1.415 1.804 0.298
H -2.766 -3.603 0.843 0.247
H -2.877 -2.948 3.485 0.280
H -0.787 0.035 4.131 0.237
H -1.866 -1.172 4.858 0.250
H -5.260 4.036 4.876 0.253
H -3.347 5.578 5.240 0.245
H -1.035 4.790 5.029 0.236
H -0.522 2.413 4.639 0.214
F -1.822 -0.542 -3.109 -0.615
As -0.661 -0.915 -4.818 2.859
F -0.971 0.693 -5.194 -0.552
F 0.587 -0.353 -3.695 -0.640
F 0.421 -1.336 -6.016 -0.557
F -0.473 -2.451 -3.943 -0.647
F -2.107 -1.488 -5.444 -0.552
```

Computed properties:
LUMO level (alpha / beta) = -0.37801 / -0.48822 Ha
E_tot = -4748.14046 a.u.
frontier orbital gap (alpha / beta) = 4.88 / 1.87 eV
spin multiplicity = 5
E_HOMO (alpha / beta) = -15.2 / -15.2 eV
total charge = +3

=====

Record 4
Computed, not measured: an isolated molecule of C12H18N2OS, with the ωB97M-V functional and the def2-TZVPD basis.

Geometry as XYZ:
```
34
Properties=species:S:1:pos:R:3:nbo_charge:R:1
C -2.264 0.316 3.234 -0.628
C -0.842 0.580 2.842 0.006
C -0.013 1.327 3.667 -0.234
C 1.312 1.570 3.328 0.022
C 2.190 2.365 4.245 -0.628
C 1.799 1.076 2.128 -0.248
C 0.975 0.349 1.273 0.147
N 1.520 -0.144 0.082 -0.600
C 0.941 -0.290 -1.141 0.300
S 1.777 -1.099 -2.318 -0.284
N -0.255 0.289 -1.354 -0.596
C -1.034 0.087 -2.548 -0.232
C -2.198 -0.883 -2.317 -0.439
C -2.867 -1.282 -3.635 -0.055
O -2.157 -2.268 -4.337 -0.712
C -0.340 0.086 1.646 -0.245
H -2.670 -0.530 2.686 0.216
H -2.879 1.190 3.019 0.222
H -2.338 0.113 4.300 0.221
H -0.400 1.713 4.599 0.207
H 1.861 3.403 4.272 0.223
H 2.134 1.973 5.259 0.222
H 3.225 2.341 3.915 0.216
H 2.826 1.254 1.846 0.211
H 2.503 -0.381 0.098 0.424
H -0.679 0.803 -0.596 0.405
H -1.414 1.053 -2.893 0.197
H -0.347 -0.311 -3.300 0.233
H -2.937 -0.419 -1.660 0.200
H -1.823 -1.787 -1.832 0.219
H -3.848 -1.720 -3.439 0.182
H -3.007 -0.386 -4.261 0.151
H -1.232 -2.006 -4.411 0.468
H -0.964 -0.545 1.031 0.210
```

Computed properties:
LUMO level = 0.02238 Ha
E_tot = -1051.01829 a.u.
SMILES string = Cc1cc(C)cc(NC(=S)NCCCO)c1
frontier orbital gap = 8.78 eV
E_HOMO = -8.2 eV

=====

Record 5
Computed, not measured: a cluster of 2 separate species, C12H12NO in total, with the ωB97M-V functional and the def2-TZVPD basis.

Geometry as XYZ:
```
26
Properties=species:S:1:pos:R:3:nbo_charge:R:1
C 3.184 -1.458 0.667 -0.133
C 1.821 -1.717 0.560 -0.227
C 3.748 -0.192 0.377 -0.206
C 0.994 -0.773 -0.060 -0.154
C 2.945 0.678 -0.309 -0.182
C 1.526 0.431 -0.540 0.108
C -3.450 -0.663 1.439 -0.077
C -2.182 -0.072 1.403 -0.342
C -3.940 -1.101 0.213 -0.277
C -3.373 -0.691 -0.995 0.228
C -1.853 0.576 0.190 0.521
C 0.617 2.697 -1.298 -0.460
N 0.641 1.313 -0.984 -0.265
O -2.415 0.210 -0.944 -0.387
H 3.910 -2.295 0.922 0.233
H 1.350 -2.662 0.980 0.234
H 4.745 0.071 0.515 0.234
H 0.010 -1.075 -0.075 0.200
H 3.415 1.655 -0.560 0.228
H -3.552 -1.151 2.428 0.268
H -1.616 0.067 2.288 0.262
H -4.771 -1.827 0.097 0.268
H -3.526 -1.265 -1.942 0.250
H 1.460 3.183 -0.831 0.203
H -0.298 3.174 -1.193 0.232
H 0.611 2.890 -2.348 0.241
```

Computed properties:
LUMO level (alpha / beta) = -0.21482 / -0.18130 Ha
E_tot = -593.95775 a.u.
frontier orbital gap (alpha / beta) = 5.19 / 7.62 eV
E_HOMO (alpha / beta) = -11.0 / -12.6 eV
total charge = +1

=====

Record 6
Computed, not measured: an isolated molecule of C3H9NO, with the ωB97M-V functional and the def2-TZVPD basis.

Geometry as XYZ:
```
14
Properties=species:S:1:pos:R:3:nbo_charge:R:1
N -0.802 -1.836 0.573 -0.844
C -0.313 -0.966 -0.468 -0.210
C -0.569 0.499 -0.157 -0.458
C 0.643 1.204 0.463 -0.060
O 1.342 2.040 -0.467 -0.722
H -0.526 -2.798 0.453 0.364
H -0.635 -1.498 1.511 0.359
H 0.758 -1.073 -0.716 0.152
H -0.822 -1.252 -1.392 0.185
H -1.452 0.694 0.464 0.221
H -0.803 1.045 -1.068 0.220
H 1.343 0.456 0.863 0.154
H 0.384 1.909 1.249 0.182
H 1.451 1.577 -1.307 0.459
```

Computed properties:
LUMO level = 0.03761 Ha
E_tot = -249.67236 a.u.
SMILES string = NCCCO
frontier orbital gap = 10.24 eV
E_HOMO = -9.2 eV

=====

Record 7
Computed, not measured: a structure of composition C5H8O2, with the ωB97M-V functional and the def2-TZVPD basis.

Geometry as XYZ:
```
15
Properties=species:S:1:pos:R:3:nbo_charge:R:1
C -1.851 -0.289 -0.242 -0.638
C -0.671 0.621 0.027 0.087
O -0.278 0.659 1.423 -0.514
C 1.084 0.434 1.059 0.072
C 1.229 -0.936 0.469 -0.476
C 0.748 0.224 -0.372 0.185
O 1.430 0.720 -1.467 -0.681
H -1.581 -1.343 -0.121 0.211
H -2.657 -0.063 0.463 0.228
H -2.239 -0.142 -1.256 0.212
H -0.874 1.645 -0.315 0.183
H 1.865 1.013 1.544 0.206
H 2.248 -1.237 0.245 0.232
H 0.562 -1.726 0.811 0.218
H 0.985 0.422 -2.268 0.475
```

Computed properties:
LUMO level = 0.02834 Ha
E_tot = -345.71200 a.u.
frontier orbital gap = 10.13 eV
E_HOMO = -9.4 eV

=====

Record 8
Computed, not measured: a cluster of 12 separate species, C7H33NO11 in total, with the ωB97M-V functional and the def2-TZVPD basis.

Geometry as XYZ:
```
52
Properties=species:S:1:pos:R:3:nbo_charge:R:1
C -4.439 1.003 0.355 -0.408
C -4.262 -0.033 -0.497 -0.194
C -3.190 -1.052 -0.084 -0.230
C -1.987 -0.588 0.158 -0.163
C -0.778 -1.442 0.430 -0.486
C 0.155 -0.953 1.475 -0.311
C 1.506 -0.916 1.250 -0.012
N 2.567 -0.962 2.082 -0.851
H -3.933 1.033 1.320 0.186
H -4.985 1.803 0.020 0.186
H -4.729 -0.188 -1.469 0.209
H -3.388 -2.130 -0.324 0.203
H -1.866 0.537 0.170 0.199
H -0.986 -2.543 0.692 0.221
H -0.228 -1.460 -0.558 0.230
H -0.261 -0.757 2.437 0.207
H 1.866 -0.865 0.173 0.186
H 3.459 -0.537 1.783 0.404
H 2.369 -1.013 3.057 0.380
O 0.560 -2.805 -2.073 -0.981
H 0.502 -3.220 -1.186 0.489
H 1.470 -2.587 -2.232 0.498
O 2.441 1.071 -1.962 -1.000
H 3.024 1.229 -2.815 0.498
H 1.559 1.643 -2.156 0.540
O 0.518 2.433 -0.670 -1.037
H -0.181 2.476 -1.334 0.504
H 0.213 2.618 0.204 0.515
O -2.651 0.355 2.965 -0.921
H -2.580 0.942 2.175 0.469
H -2.796 1.091 3.575 0.461
O 3.178 1.726 0.383 -0.989
H 2.292 1.454 -0.064 0.526
H 3.462 2.441 -0.191 0.489
O 1.820 2.227 2.685 -0.972
H 1.767 1.349 3.024 0.468
H 2.419 1.906 1.914 0.510
O 1.649 -3.411 0.399 -0.948
H 1.731 -2.902 -0.460 0.472
H 2.163 -2.983 0.974 0.469
O -1.083 1.344 -2.861 -0.971
H -1.937 1.067 -2.559 0.494
H -0.493 0.580 -2.595 0.487
O -0.535 3.045 1.731 -0.999
H 0.277 2.690 2.224 0.512
H -0.593 3.949 1.969 0.472
O 2.876 -1.516 -1.541 -1.025
H 3.833 -1.718 -1.576 0.489
H 2.710 -0.507 -1.634 0.522
O -1.748 -1.358 -2.757 -0.963
H -1.433 -2.252 -2.430 0.499
H -1.324 -1.317 -3.598 0.466
```

Computed properties:
LUMO level = -0.00495 Ha
E_tot = -1168.77199 a.u.
SMILES string = C=C/C=C/C/C=C/N.O.O.O.O.O.O.O.O.O.O.O
frontier orbital gap = 7.45 eV
E_HOMO = -7.6 eV